(1)
Computed, not measured: a cluster of 2 separate species, C2H5NO2 in total, with wB97M-V/def2-TZVPD.

Structure (XYZ):
```
10
Properties=species:S:1:pos:R:3:mulliken_charge:R:1
C 1.26 0.45 0.82 0.13
N 0.68 1.68 0.86 -0.32
O 0.69 -0.60 0.98 -0.53
H 2.34 0.52 0.66 0.29
H -0.29 1.83 0.67 0.22
H 1.28 2.48 0.82 0.21
O -1.25 -0.27 -1.55 -0.41
C -1.35 -1.36 -1.05 -0.07
H -0.46 -1.94 -0.78 0.22
H -2.34 -1.79 -0.84 0.24
```

The charge is 0. The value obtained for the gap between HOMO and LUMO is 10.847 eV. Its SMILES is NC=O.C=O. The largest force on an atom comes out at 0.0120 Eh/bohr. The HOMO energy comes out at -9.852 eV. Its total energy is -7739.468 eV. For the relative energy (zero: lowest compared OMol25 entry of this formula, charge and spin), the calculation gives 29.6 kcal per mole.

(2)
Computed, not measured: a cluster of 10 separate species, C40H100N5O9 in total, with wB97M-V/def2-TZVPD.

Structure (XYZ):
```
154
Properties=species:S:1:pos:R:3:mulliken_charge:R:1
C 1.16 -1.41 3.02 -1.30
C 1.02 -0.68 1.90 0.10
C 2.21 -0.18 1.13 -0.14
N 2.32 1.28 1.34 -0.14
C 1.71 2.09 0.42 0.01
N 1.67 3.37 0.76 0.36
N 1.16 4.37 -0.08 -0.69
N 1.19 1.67 -0.75 0.43
C -0.27 1.85 -0.93 -2.06
C -1.15 1.39 0.22 1.79
C -2.50 2.16 0.22 -0.89
C -3.73 1.24 0.27 -0.15
C -4.20 0.94 1.71 -0.94
C 1.83 0.47 -1.33 -1.28
C 2.33 -0.60 -0.35 0.61
C 1.77 -2.01 -0.61 -1.89
C 0.28 -2.09 -0.92 0.44
N -0.10 -3.53 -0.81 -0.75
H 2.14 -1.82 3.26 0.15
H 0.33 -1.62 3.67 0.29
H 0.01 -0.48 1.56 0.02
H 3.07 -0.62 1.64 0.75
H 3.30 1.54 1.39 0.42
H 2.04 3.64 1.66 0.30
H 0.22 4.58 0.22 0.24
H 1.72 5.20 0.04 0.29
H -0.46 2.90 -1.11 0.71
H -0.59 1.34 -1.83 0.36
H -0.70 1.57 1.20 0.01
H -1.42 0.35 0.15 -0.44
H -2.61 2.80 -0.65 0.49
H -2.51 2.81 1.09 -0.06
H -3.53 0.34 -0.30 0.49
H -4.53 1.76 -0.24 -0.08
H -3.90 1.76 2.36 0.03
H -5.28 0.86 1.74 0.47
H -3.74 0.02 2.07 0.22
H 1.15 0.07 -2.07 0.64
H 2.68 0.83 -1.90 0.24
H 3.39 -0.71 -0.54 0.60
H 2.00 -2.65 0.23 0.33
H 2.30 -2.41 -1.48 0.51
H 0.06 -1.81 -1.94 0.25
H -0.33 -1.53 -0.21 -0.08
H -0.14 -3.74 0.18 0.29
H -1.07 -3.63 -1.11 0.27
C -2.90 -1.84 6.53 -1.42
C -1.70 -0.97 6.17 0.46
C -1.67 0.31 6.98 -1.24
O -1.72 -0.66 4.77 -0.38
H -3.83 -1.30 6.32 0.35
H -2.90 -2.75 5.93 0.35
H -2.88 -2.11 7.58 0.40
H -0.78 -1.53 6.33 0.33
H -2.57 0.91 6.79 0.26
H -0.81 0.92 6.71 0.27
H -1.62 0.10 8.05 0.44
H -2.53 -0.16 4.59 0.23
C -8.64 1.47 -2.67 -1.39
C -7.45 2.00 -1.89 0.46
C -7.01 3.36 -2.39 -1.22
O -6.35 1.08 -1.96 -0.45
H -8.38 1.35 -3.72 0.36
H -8.93 0.49 -2.29 0.33
H -9.49 2.14 -2.60 0.39
H -7.71 2.07 -0.83 0.27
H -6.70 3.30 -3.44 0.32
H -6.16 3.73 -1.82 0.28
H -7.82 4.09 -2.31 0.39
H -6.10 0.99 -2.88 0.31
C -0.98 -3.85 -5.68 -0.97
C -2.39 -3.93 -5.11 0.36
C -2.79 -2.62 -4.45 -0.92
O -2.48 -5.01 -4.18 -0.54
H -0.26 -3.67 -4.88 0.21
H -0.71 -4.80 -6.15 0.28
H -0.88 -3.06 -6.41 0.36
H -3.09 -4.16 -5.91 0.28
H -2.12 -2.40 -3.61 -0.11
H -3.80 -2.69 -4.04 0.33
H -2.75 -1.79 -5.15 0.40
H -1.86 -4.84 -3.47 0.33
C -2.77 -8.00 -7.13 -1.14
C -1.71 -8.74 -6.35 0.35
C -2.31 -9.87 -5.51 -1.25
O -0.99 -7.84 -5.51 -0.52
H -3.50 -7.54 -6.45 0.28
H -2.32 -7.20 -7.72 0.26
H -3.31 -8.66 -7.80 0.41
H -0.97 -9.16 -7.03 0.28
H -3.02 -9.46 -4.79 0.31
H -1.54 -10.39 -4.96 0.31
H -2.84 -10.59 -6.14 0.38
H -1.62 -7.45 -4.89 0.33
C 4.35 4.61 5.08 -1.45
C 3.52 5.23 3.97 0.94
C 2.59 6.31 4.49 -1.41
O 2.76 4.20 3.30 -0.56
H 3.70 4.15 5.83 0.41
H 5.01 3.84 4.69 0.35
H 4.96 5.37 5.58 0.42
H 4.18 5.65 3.21 -0.32
H 1.89 5.89 5.22 0.35
H 2.00 6.73 3.67 0.31
H 3.15 7.11 4.96 0.41
H 2.16 3.81 3.95 0.17
C 7.73 6.98 0.86 -1.45
C 6.38 6.34 1.13 0.61
C 5.80 5.72 -0.12 -1.03
O 5.48 7.31 1.67 -0.54
H 7.63 7.78 0.12 0.35
H 8.14 7.43 1.77 0.37
H 8.45 6.25 0.48 0.37
H 6.49 5.58 1.90 0.25
H 5.64 6.48 -0.89 0.34
H 4.83 5.26 0.09 0.06
H 6.46 4.95 -0.53 0.39
H 5.36 8.00 1.01 0.33
C 3.41 -2.49 -8.15 -1.40
C 2.02 -3.05 -7.87 0.53
C 1.41 -3.69 -9.11 -1.24
O 1.16 -2.03 -7.36 -0.53
H 3.35 -1.71 -8.91 0.36
H 3.83 -2.04 -7.25 0.33
H 4.09 -3.26 -8.50 0.38
H 2.09 -3.80 -7.07 0.25
H 1.30 -2.94 -9.90 0.34
H 0.42 -4.09 -8.88 0.29
H 2.04 -4.50 -9.49 0.38
H 1.08 -1.35 -8.04 0.33
C 4.97 -4.74 5.55 -1.41
C 3.90 -4.00 4.76 0.49
C 3.16 -4.92 3.81 -1.15
O 4.49 -2.91 4.04 -0.54
H 5.71 -5.17 4.87 0.36
H 5.49 -4.07 6.22 0.34
H 4.53 -5.55 6.13 0.38
H 3.19 -3.54 5.45 0.25
H 3.85 -5.35 3.08 0.35
H 2.40 -4.37 3.25 0.19
H 2.67 -5.74 4.35 0.39
H 5.13 -3.29 3.42 0.35
C -1.26 4.48 3.77 -0.95
C -2.63 4.36 4.43 0.40
C -3.00 5.64 5.17 -1.57
O -2.65 3.25 5.32 -0.45
H -0.49 4.65 4.52 0.35
H -1.02 3.54 3.25 0.10
H -1.24 5.30 3.05 0.42
H -3.39 4.15 3.67 0.21
H -2.28 5.85 5.96 0.37
H -3.98 5.54 5.63 0.38
H -3.02 6.50 4.49 0.39
H -2.00 3.41 6.01 0.34
```

The charge is +1. The value obtained for the gap between HOMO and LUMO is 9.047 eV. The largest force on an atom comes out at 0.0375 Eh/bohr. The HOMO energy comes out at -11.024 eV. Its total energy is -68973.031 eV.

(3)
Computed, not measured: the molecule C4H5NO2, with wB97M-V/def2-TZVPD.

Structure (XYZ):
```
12
Properties=species:S:1:pos:R:3:mulliken_charge:R:1
O -2.05 -0.06 1.15 -0.48
C -1.70 -0.18 0.01 0.04
C -0.44 0.41 -0.49 0.14
C 0.53 1.05 0.41 -0.42
N 1.66 0.13 0.16 -0.51
C 1.31 -1.07 -0.10 0.11
O 0.11 -1.44 -0.47 -0.49
H -2.23 -0.77 -0.75 0.31
H -0.32 0.66 -1.55 0.38
H 0.85 2.07 0.16 0.29
H 0.20 1.04 1.46 0.25
H 2.08 -1.83 0.00 0.39
```

The charge is 0. The value obtained for the gap between HOMO and LUMO is 8.915 eV. The largest force on an atom comes out at 0.0459 Eh/bohr. The HOMO energy comes out at -9.582 eV. Its total energy is -9811.230 eV. For the relative energy (zero: lowest compared OMol25 entry of this formula, charge and spin), the calculation gives 71.1 kcal per mole.

(4)
Computed, not measured: a cluster of 2 separate species, C3H10N2O3P in total, with wB97M-V/def2-TZVPD.

Structure (XYZ):
```
19
Properties=species:S:1:pos:R:3:mulliken_charge:R:1
C 0.50 0.09 1.80 0.22
C 0.79 1.65 -2.00 -0.75
C -1.14 -2.05 -1.24 -0.68
N -0.12 0.75 2.74 -0.30
N 1.44 -0.80 2.04 -0.32
O -1.58 1.61 -0.16 -0.56
O 0.16 0.44 -1.72 -0.24
O -1.63 -0.86 -0.62 -0.25
P -0.83 0.47 -0.49 1.09
H 0.85 1.89 -3.03 0.30
H 1.83 1.78 -1.83 0.34
H 0.15 2.58 -1.58 0.31
H -1.76 -2.14 -2.03 0.36
H -1.19 -2.99 -0.55 0.27
H -0.14 -2.11 -1.75 0.31
H -0.02 0.80 3.72 0.19
H -0.77 1.49 2.42 0.26
H 1.55 -1.28 2.91 0.22
H 1.92 -1.32 1.37 0.24
```

The charge is +1. The value obtained for the gap between HOMO and LUMO is 9.920 eV. The largest force on an atom comes out at 0.0961 Eh/bohr. The HOMO energy comes out at -14.397 eV. Its total energy is -21677.068 eV. For the relative energy (zero: lowest compared OMol25 entry of this formula, charge and spin), the calculation gives 42.7 kcal per mole.